# 1
The following is a quantum chemistry calculation of a cluster of 5 separate species, C20H60N11O7P3 in total in a non-equilibrium geometry, from the OMol25 dataset.

```
101
Properties=species:S:1:pos:R:3:forces:R:3
C 6.88681 10.94514 2.49546 -0.50 -0.34 0.43
N 6.91938 10.77197 1.06879 -0.40 2.58 -1.64
C 7.49966 11.95162 0.34572 0.43 -1.14 0.67
P 6.49846 9.34488 0.39405 0.24 -3.41 -0.66
O 5.46585 8.54856 1.14228 1.72 0.98 0.10
N 6.07074 9.43848 -1.21538 -0.98 0.73 -1.80
C 5.35364 10.64603 -1.75438 0.74 -0.04 -0.62
C 5.82396 8.16212 -2.07900 -0.34 1.18 1.11
N 8.02507 8.51689 0.23450 0.18 0.75 -1.22
C 9.19210 9.02996 -0.51799 -1.00 -0.42 -0.23
C 8.46249 7.69231 1.32078 -1.53 -0.64 0.87
H 6.42011 11.86003 2.86051 -0.19 0.39 -0.56
H 7.90049 10.96886 2.89544 0.09 -0.43 0.25
H 6.24380 10.15216 2.87734 0.48 -0.20 0.40
H 7.61933 11.84029 -0.73195 -0.65 -0.24 0.04
H 8.53399 12.05517 0.67365 0.10 0.30 0.35
H 6.94100 12.84649 0.61995 -0.03 0.03 -0.22
H 5.28763 11.52703 -1.11597 0.10 -0.55 0.69
H 5.89922 11.04363 -2.61016 0.40 -0.16 -0.23
H 4.35633 10.52066 -2.17597 -0.23 -0.80 0.50
H 4.80432 7.77885 -2.03972 -0.38 0.39 0.80
H 5.88301 8.38702 -3.14391 0.89 0.34 0.10
H 6.42795 7.30817 -1.77231 0.46 0.53 -0.03
H 9.09829 8.92436 -1.59880 -0.50 0.44 -0.16
H 9.41044 10.06110 -0.24014 0.40 0.03 -0.12
H 10.02162 8.35167 -0.31817 0.13 0.38 0.34
H 8.19139 6.67538 1.03715 0.22 -0.42 0.66
H 7.86590 8.01783 2.17297 0.14 -0.67 0.54
H 9.51207 7.72192 1.61336 0.01 0.39 -0.36
C -4.70121 -5.59685 -9.67594 -1.88 -0.47 1.41
N -3.74057 -5.33115 -8.62184 2.13 0.97 -0.50
C -2.35311 -5.29734 -9.22755 -1.08 0.49 1.58
P -3.98821 -5.20328 -6.90547 0.24 -0.16 -0.78
O -5.42312 -4.89056 -6.53850 2.56 -1.04 -0.55
N -3.42306 -6.77437 -6.40273 -1.17 0.38 1.16
C -2.06459 -7.27019 -6.51767 0.30 0.41 -1.34
C -4.30243 -7.73348 -5.69123 -0.16 1.25 1.52
N -2.79257 -4.01840 -6.31680 -0.77 -1.23 -1.23
C -2.12292 -2.93110 -7.13404 -0.99 -1.60 0.66
C -2.45170 -4.06709 -4.89406 0.03 0.17 0.33
H -4.39839 -6.29600 -10.45543 0.85 0.32 -0.01
H -5.16104 -4.70228 -10.09595 0.29 0.13 -0.26
H -5.52459 -6.16017 -9.23683 -0.38 0.16 0.17
H -2.26648 -4.59526 -10.05681 -0.40 0.06 -0.15
H -2.06301 -6.28798 -9.57765 0.16 -0.01 0.16
H -1.71180 -4.88905 -8.44645 0.43 -0.65 -0.26
H -1.78818 -8.13222 -5.91055 -0.77 -0.05 0.22
H -2.02028 -7.56468 -7.56620 0.97 -0.31 -0.09
H -1.26709 -6.56196 -6.29296 -0.22 0.50 -0.18
H -3.99479 -8.77246 -5.57302 0.53 0.00 -1.25
H -4.21060 -7.43506 -4.64691 -0.74 0.08 0.45
H -5.35356 -7.70665 -5.97848 0.20 0.22 -0.18
H -1.13991 -3.31264 -7.41011 0.30 0.63 0.11
H -2.67134 -2.72148 -8.05240 -0.15 -0.21 0.10
H -2.11073 -2.01206 -6.54812 0.27 -0.12 0.05
H -3.27200 -4.44583 -4.28435 -0.36 0.47 -0.12
H -2.11283 -3.08640 -4.56011 -0.73 0.40 -0.02
H -1.61531 -4.64827 -4.50575 0.52 -0.82 -0.99
C -2.23483 -5.12403 4.39865 -1.82 -0.24 -0.10
N -3.31188 -6.02986 3.86111 -0.23 -0.60 0.67
C -2.90315 -6.85916 2.69609 -0.76 -0.05 0.30
P -4.96509 -5.98975 4.44926 1.27 0.17 1.29
O -5.80680 -7.21479 4.29316 0.72 1.27 -1.51
N -4.79883 -5.72831 6.10904 1.04 0.28 -0.51
C -3.88148 -6.48418 6.99582 -0.49 0.95 0.10
C -5.92602 -5.19585 6.89248 0.73 0.23 -0.47
N -5.58747 -4.50020 3.91778 -1.59 -0.28 -0.72
C -6.89251 -4.51230 3.20837 0.50 -0.58 1.25
C -4.95010 -3.21449 4.17106 1.72 -1.72 1.35
H -2.46233 -4.79021 5.41103 -0.18 -0.41 0.14
H -2.27780 -4.18733 3.84289 0.85 -0.10 -0.40
H -1.27721 -5.64252 4.44577 -0.01 0.16 -0.44
H -3.62064 -7.66116 2.52259 -0.22 0.08 0.26
H -1.94391 -7.36532 2.80450 0.16 0.18 0.61
H -2.83009 -6.33903 1.74099 -0.10 0.59 0.04
H -4.45437 -7.24950 7.51945 0.09 0.06 0.37
H -2.95994 -6.95871 6.65863 -0.40 0.14 -1.09
H -3.53382 -5.66779 7.62885 0.10 -0.52 0.89
H -5.54165 -4.74972 7.80972 0.15 -0.27 0.23
H -6.38585 -4.34206 6.39478 -0.25 -0.35 -0.36
H -6.64392 -5.97845 7.13797 -0.21 0.07 -0.01
H -7.41467 -3.57545 3.40272 0.20 0.16 -0.44
H -6.78454 -4.78217 2.15784 -0.22 0.33 -0.06
H -7.48588 -5.26510 3.72731 -0.23 -0.21 -0.44
H -4.22113 -3.54277 4.91196 0.68 0.45 0.00
H -5.43887 -2.47020 4.79974 -1.05 0.04 -0.67
H -4.36434 -2.79608 3.35258 -0.47 0.17 -0.27
C 1.60616 1.80726 8.68971 -0.31 1.14 0.13
N 0.88033 0.54271 8.32130 1.36 0.48 -1.15
O -0.26803 0.59253 7.89712 1.26 -0.36 0.82
O 1.64284 -0.41993 8.35677 -1.48 0.01 0.03
H 2.42323 2.06598 8.01625 -0.06 -0.94 -0.37
H 2.06515 1.67801 9.66988 -0.44 0.00 -0.02
H 0.95212 2.67338 8.58891 -0.35 -0.34 0.55
C 1.16510 2.93648 1.14862 2.66 -1.14 -1.47
N 0.14266 3.72684 1.72412 -1.10 -1.94 2.02
O -0.68256 4.21683 1.03474 -1.30 1.74 -1.64
O 0.04721 3.59565 2.93045 0.25 0.79 0.77
H 1.12469 2.90858 0.05972 -0.22 0.31 0.18
H 1.09991 1.91475 1.52263 -0.22 0.24 0.15
H 2.13032 3.33318 1.46339 -0.05 0.00 0.00
```
Forces are in eV/Å.

Computed properties:
* E: -80296.520 eV
* SMILES: CN(C)P(=O)(N(C)C)N(C)C.CN(C)P(=O)(N(C)C)N(C)C.CN(C)P(=O)(N(C)C)N(C)C.C[N+](=O)[O-].C[N+](=O)[O-]
* 2S+1: 1
* charge: 0
* HOMO: -8.09 eV

=====

# 2
The following is a quantum chemistry calculation of a cluster of 10 separate species, C20H60N2O10 in total in a non-equilibrium geometry, from the OMol25 dataset.

```
92
Properties=species:S:1:pos:R:3:forces:R:3
N -5.26353 -3.37863 -0.20033 -4.51 -3.98 1.31
C -5.10453 -2.21563 0.38967 -2.65 2.93 3.82
N -4.05353 -1.66463 -0.16933 1.87 4.38 1.06
O -5.82453 -1.61463 1.39367 3.38 -3.45 -4.85
H -6.07453 -3.97463 0.08167 1.19 0.97 -0.38
H -4.74153 -3.73463 -0.96133 0.70 0.16 -0.42
H -3.84453 -0.75463 0.25067 0.08 -0.54 -0.55
H -3.57653 -1.88663 -1.02633 -0.20 -0.54 -0.16
C -2.97853 -0.57363 4.30267 2.08 1.00 0.84
C -3.27153 -1.93363 3.71467 -0.80 4.84 -4.83
C -2.36153 -2.27863 2.59067 -2.30 0.24 -3.22
O -3.12753 -2.94163 4.43767 0.89 -7.48 8.15
H -2.86553 0.26337 3.55967 -0.62 -0.85 0.61
H -1.97353 -0.60263 4.80967 -0.58 -0.23 -0.56
H -3.61153 -0.30863 5.14667 -0.57 0.15 -0.30
H -4.31453 -1.99363 3.45167 -0.55 1.24 -1.49
H -2.70853 -3.27363 2.07967 0.77 1.78 1.08
H -1.32653 -2.30263 2.84767 0.64 0.12 0.21
H -2.68253 -1.46863 1.93767 1.27 -0.05 -1.11
H -3.99653 -3.26163 4.62967 -0.25 -0.82 0.94
C 2.47647 3.11537 -4.84033 -1.83 -0.14 0.67
C 3.03447 1.74737 -5.08833 6.79 6.00 -0.93
C 4.26747 1.42437 -4.22933 -0.35 0.17 -0.14
O 2.23347 0.84937 -4.85333 -8.38 -8.01 1.58
H 1.72847 3.17337 -4.04533 0.62 -0.30 0.78
H 1.85347 3.51137 -5.60633 -0.24 -0.06 -1.44
H 3.24947 3.79937 -4.72433 1.36 1.41 0.53
H 3.33047 1.79937 -6.13033 0.67 -0.19 -0.83
H 4.61247 0.40237 -4.50433 0.48 0.91 -0.21
H 3.95347 1.30637 -3.18733 -0.02 0.37 -0.09
H 4.93247 2.26037 -4.33633 1.17 -0.21 0.14
H 2.65447 0.02437 -4.59433 -0.25 -0.02 -0.18
C -0.61753 -1.53963 -3.69633 2.79 1.79 -0.23
C -1.72653 -1.29563 -2.72333 5.25 7.77 -1.91
C -2.58753 -0.15463 -3.17833 0.72 3.37 -0.56
O -2.52953 -2.23463 -2.68233 -6.48 -9.33 0.72
H 0.21847 -0.73763 -3.72333 -1.40 -0.90 0.42
H -0.96753 -1.50663 -4.71233 -0.43 -0.42 -0.59
H -0.10253 -2.44963 -3.46133 0.06 -0.74 -0.12
H -1.30853 -1.00363 -1.77933 0.17 -0.42 0.96
H -2.08653 0.87737 -3.28133 -0.55 -1.62 -0.17
H -3.29453 -0.00763 -2.35833 -0.64 -0.02 -0.59
H -3.01153 -0.45863 -4.17333 -0.10 0.56 0.94
H -2.97253 -2.35963 -3.55233 0.41 -0.01 0.91
C 0.56947 0.41037 5.38967 2.90 -1.77 1.69
C 1.06747 -0.93463 4.77067 -10.14 4.46 -7.65
C 1.14247 -0.90663 3.17567 -2.58 0.11 1.47
O 2.12147 -1.32663 5.19667 10.68 -5.44 7.34
H -0.25853 0.78137 4.92667 -2.18 1.24 -1.32
H 1.40547 1.16237 5.51267 -0.92 -0.85 -0.32
H 0.27847 0.02837 6.37567 -0.09 0.81 0.30
H 0.37847 -1.74063 4.97667 -1.96 0.29 -0.26
H 1.07647 -1.89563 2.77067 -0.19 -0.90 0.05
H 2.03747 -0.55663 2.78167 1.64 1.21 -0.39
H 0.25947 -0.36163 2.79267 0.56 -0.04 -0.08
H 1.79247 -1.88063 5.96867 2.33 0.81 -0.83
C -0.32653 1.95937 -1.40833 -1.23 -1.58 -1.61
C -0.52053 1.91637 0.07167 -5.88 -1.76 -3.00
C -1.35953 0.71537 0.52867 -2.11 2.32 0.39
O 0.57847 1.77137 0.65367 8.97 -0.21 4.47
H -0.27453 0.98337 -2.02233 -0.88 1.10 1.37
H 0.59747 2.33037 -1.71633 1.57 1.48 -0.02
H -1.12053 2.62037 -1.71433 -0.24 -0.04 -1.12
H -0.94853 2.82137 0.41567 -1.30 1.19 -0.12
H -1.58653 0.91637 1.57567 0.20 -0.35 0.32
H -0.88553 -0.22263 0.43667 0.48 -0.96 -0.34
H -2.33853 0.78137 0.07767 -0.44 -0.53 -0.53
H 0.54547 2.18037 1.52567 0.67 -0.27 0.08
C 3.22747 1.93337 2.43767 0.06 -1.26 -0.46
O 2.92047 3.20337 1.98767 -0.45 0.87 0.67
H 2.40847 1.59837 3.01567 -1.04 -0.46 0.79
H 4.08147 1.85037 3.12867 0.26 0.16 -0.66
H 3.24447 1.23837 1.56367 0.57 0.12 0.77
H 3.28647 3.28937 1.12167 0.57 0.68 -0.48
C -0.43253 -2.98263 0.13367 0.28 1.50 0.89
O 0.12847 -3.23963 -1.11033 -2.07 -3.89 0.42
H -1.49553 -2.71163 0.07867 0.20 -0.16 0.05
H 0.13247 -2.18563 0.67567 -0.55 -0.15 -0.58
H -0.26053 -3.79863 0.78167 -0.35 -1.38 0.59
H 0.58847 -2.50863 -1.32633 2.61 3.93 -1.27
C 2.52547 -0.04063 -1.30533 -1.50 1.73 0.04
O 1.42147 -0.67263 -0.65833 1.85 -1.86 -0.97
H 2.06347 0.58537 -2.12233 0.98 -0.71 0.21
H 3.18347 -0.80463 -1.64433 0.61 -0.38 -0.42
H 3.02547 0.69937 -0.63433 -0.09 -0.83 -0.29
H 0.95447 0.04637 -0.32833 -1.55 1.79 1.45
C 3.28947 3.40137 -1.18433 0.35 4.73 -1.59
O 4.04647 4.20137 -0.26533 -1.34 -2.35 1.64
H 3.01847 4.17637 -1.96833 -0.25 -1.30 0.32
H 2.40647 3.08237 -0.76633 -1.79 -1.02 1.22
H 3.85547 2.68637 -1.65833 1.26 -1.93 -0.73
H 4.51047 4.75637 -0.81933 1.83 2.03 -1.27
```
Forces are in eV/Å.

Computed properties:
* E: -45157.416 eV
* SMILES: NC(N)=O.CC(C)O.CC(C)O.CC(C)O.CC(C)O.CC(C)O.CO.CO.CO.CO
* 2S+1: 1
* charge: 0
* HOMO: -9.11 eV

=====

# 3
The following is a quantum chemistry calculation of a cluster of 10 separate species, C20H60O10 in total in a non-equilibrium geometry, from the OMol25 dataset.

```
90
Properties=species:S:1:pos:R:3:forces:R:3
C -1.59198 4.27348 0.75183 -1.43 1.09 2.72
C -2.51098 4.76448 -0.30917 -3.28 0.18 0.94
O -3.83898 4.74448 0.36983 0.40 0.67 -1.54
H -0.98698 3.96148 -0.00317 3.98 -1.81 -0.51
H -2.09098 3.50148 1.36483 0.48 -0.18 -0.77
H -1.23498 5.03648 1.57183 -0.41 -1.11 -2.25
H -2.48898 4.26048 -1.33017 -0.28 -0.30 1.57
H -2.20298 5.73148 -0.56817 0.05 1.90 -0.23
H -4.45398 5.40148 -0.00817 0.52 -0.45 0.05
C -0.04298 -4.92352 2.26983 -1.35 -3.66 1.16
C -0.93098 -3.80252 2.06883 -1.00 3.27 4.61
O -2.15898 -3.82852 2.83583 -0.21 -1.93 -0.05
H 0.73702 -4.71252 1.68683 3.54 0.93 -2.37
H -0.39098 -5.83852 1.83683 -0.61 -0.87 -0.26
H 0.42102 -5.25352 3.23583 -1.09 1.16 -0.26
H -1.07598 -3.28852 1.17383 -0.15 -0.32 -2.28
H -0.35298 -3.06652 2.61783 0.29 1.02 -0.02
H -2.70798 -3.04352 2.83483 0.63 0.44 -0.53
C 4.20302 1.39448 -3.23917 -2.92 -0.50 0.94
C 4.33102 1.55248 -4.78117 0.66 -4.00 0.48
O 3.65102 2.69348 -5.29817 -0.04 -1.25 0.06
H 4.46502 2.20148 -2.64317 0.33 2.59 0.45
H 4.71702 0.70048 -2.61617 1.41 -1.62 -0.92
H 3.14302 1.10648 -2.76417 1.51 0.88 -1.92
H 4.00902 0.42448 -5.08117 -0.34 2.76 -0.25
H 5.38702 1.44948 -5.18317 -0.87 0.94 0.89
H 3.06002 2.39548 -6.00617 0.25 0.17 0.29
C -1.30898 -1.46652 -3.60317 -1.99 -0.66 2.96
C 0.12502 -1.57052 -4.01617 -6.22 0.25 -3.32
O 0.14202 -2.14052 -5.31717 1.12 -0.17 1.07
H -1.95598 -2.32552 -3.64517 0.37 -1.16 -0.58
H -1.89298 -0.75652 -4.08717 -0.59 1.63 -1.47
H -1.53698 -1.20952 -2.51817 1.17 0.01 -0.91
H 0.54502 -1.98052 -3.25117 3.56 -3.58 3.93
H 0.35402 -0.60552 -4.00717 2.04 4.27 -0.51
H 1.04502 -2.44652 -5.28317 0.53 -0.63 -1.21
C 4.41002 -0.60452 2.59583 -3.81 -7.48 -4.89
C 5.62002 -0.05652 2.16283 3.01 -5.14 -3.54
O 6.70602 -0.37152 2.98483 -2.48 -1.23 1.91
H 3.43302 -0.34152 1.96383 2.36 -0.79 0.43
H 4.08502 -0.20352 3.37383 -2.20 3.65 7.46
H 4.36102 -1.76652 2.87883 0.31 2.27 -1.10
H 5.36902 0.86348 2.10883 -0.51 7.17 -0.18
H 5.88402 -0.33652 1.07383 -0.40 0.03 1.30
H 7.35602 0.03848 2.51683 3.66 1.54 -1.35
C 2.08402 -3.15052 -0.86617 0.02 -3.08 2.17
C 3.21502 -2.24452 -0.86917 3.20 -2.72 6.02
O 4.43002 -2.93252 -1.24317 -0.45 -0.04 0.47
H 1.13102 -2.77652 -0.67817 -1.51 1.33 0.96
H 2.26102 -3.99952 -0.06517 -0.36 1.55 -1.53
H 1.89602 -3.64352 -1.78417 0.57 -0.65 -1.26
H 3.48602 -1.67252 0.16183 -1.15 -1.70 -1.63
H 3.21602 -1.47352 -1.41717 -0.81 5.60 -5.00
H 4.61202 -3.44752 -0.45117 0.46 -0.29 -0.25
C -3.76398 -0.74752 3.37083 1.52 5.01 0.70
C -3.70698 -0.29652 1.78083 -6.32 -2.41 3.07
O -2.97998 -1.19252 1.08683 1.09 -2.52 -2.64
H -4.38098 0.07848 3.98783 1.17 -1.66 -1.56
H -2.66798 -0.65952 3.99883 -2.99 -0.96 -2.22
H -4.36698 -1.61452 3.43683 0.05 -1.27 0.31
H -3.44198 0.63048 1.55783 2.04 4.27 -0.15
H -4.88398 -0.15652 1.33283 2.80 -1.03 1.38
H -3.49798 -1.70352 0.41783 0.55 0.76 0.98
C -3.54998 1.51248 -2.17117 0.70 3.24 1.53
C -5.00598 1.43048 -2.35417 -2.96 0.71 -0.29
O -5.76998 0.87248 -1.26017 4.56 -3.40 -0.20
H -3.10998 2.02548 -1.22817 -1.33 -0.93 -1.16
H -3.19998 2.17448 -2.97517 0.20 -0.50 -0.10
H -3.14998 0.57248 -2.23917 1.39 -2.29 -0.33
H -5.24098 1.03548 -3.40117 0.21 -0.35 1.48
H -5.52698 2.35948 -2.34217 0.64 1.70 -0.85
H -6.58198 1.25248 -1.20317 -3.42 1.76 -0.01
C -0.89498 1.69648 5.07783 -2.09 7.37 -6.77
C -0.59698 1.51748 3.60383 -0.72 -1.39 -0.57
O 0.40502 0.50548 3.40983 0.00 1.31 1.44
H -1.85298 2.34348 5.04183 1.45 -0.74 0.54
H -0.12598 2.23148 5.46183 2.24 1.73 1.57
H -1.06998 0.93948 5.56683 -1.75 -8.08 4.81
H -0.38398 2.51748 3.23283 0.78 0.06 -0.39
H -1.49198 1.20948 3.01183 0.25 0.08 0.56
H 0.39502 0.23148 2.50683 -0.20 -0.37 -1.19
C 1.03302 1.08748 -0.33817 -2.89 1.98 -0.05
C -0.05098 0.08048 -0.34317 -0.97 0.61 -7.86
O -0.30798 -0.47352 0.79183 -2.44 -1.99 4.43
H 1.15202 1.54148 -1.28317 0.14 0.25 -1.43
H 1.91802 0.66848 -0.07617 2.74 -1.17 1.18
H 0.72202 1.91848 0.28083 0.38 0.21 0.73
H 0.27202 -0.68752 -1.17517 -0.45 0.76 1.21
H -1.12898 0.41748 -0.79617 2.59 0.23 0.44
H -1.29998 -0.53352 0.72383 1.05 -0.96 1.43
```
Forces are in eV/Å.

Computed properties:
* E: -42172.806 eV
* SMILES: CCO.CCO.CCO.CCO.CCO.CCO.CCO.CCO.CCO.CCO
* 2S+1: 1
* charge: 0
* HOMO: -9.41 eV

=====

Question: What is the HOMO in the second record?
Answer: -9.11 eV